1.
2 unconnected molecules or ions with the total composition C3H11N4 in a non-equilibrium geometry. Source: OMol25; level of theory: wB97M-V/def2-TZVPD.

Last column: natural (NBO) charge in e.
Positions of all 18 atoms, in Å:
N: 1.63 -0.93 0.02  -0.37
N: -1.53 -1.72 -0.22  -0.57
N: 2.66 -0.09 0.32  -0.60
N: -0.10 0.10 0.43  -0.15
C: 0.24 1.39 0.05  -0.52
C: -2.57 0.28 -0.12  -0.64
C: -1.26 -0.48 -0.04  0.34
H: -3.45 -0.32 -0.59  0.29
H: -0.57 2.05 0.41  0.31
H: 2.98 -0.34 1.18  0.38
H: 1.35 -0.77 -1.00  0.44
H: 1.26 1.65 0.41  0.26
H: -0.71 -2.33 -0.19  0.31
H: -2.33 1.21 -0.71  0.21
H: -2.95 0.48 0.85  0.25
H: 3.55 -0.07 -0.23  0.41
H: 0.23 1.74 -1.04  0.21
H: 1.60 -1.85 0.46  0.43

Results
net charge: +1
molecular weight: 103.1 g mol⁻¹
E_HOMO (alpha / beta): -13.987 / -13.837 eV


2.
A gas-phase ion, C8H12 (charge -1) in a non-equilibrium geometry. Source: OMol25; level of theory: wB97M-V/def2-TZVPD.

Last column: Löwdin spin population.
Positions of all 20 atoms, in Å:
C: 0.00 -0.64 1.71  0.04
C: -2.14 -0.89 3.16  0.00
C: 0.70 0.12 0.63  0.23
C: 0.90 -0.22 -3.20  0.03
C: 0.84 0.48 -1.85  0.15
C: 0.80 1.87 -1.95  0.25
C: 0.43 -0.22 -0.67  0.12
C: -1.14 -0.22 2.25  0.01
H: 0.60 2.61 -1.21  0.04
H: 0.61 -1.42 2.18  0.01
H: 1.30 1.00 0.83  0.02
H: -2.56 -1.71 2.57  0.00
H: -3.00 -0.29 3.48  0.00
H: 1.80 0.14 -3.68  0.00
H: 0.97 2.43 -2.87  0.04
H: -0.03 -0.18 -3.78  0.01
H: -1.56 0.67 1.78  0.01
H: -1.70 -1.16 4.12  0.00
H: 1.01 -1.30 -3.00  0.01
H: -0.23 -1.06 -0.94  0.01

Results
net charge: -1
molecular weight: 108.2 g mol⁻¹
E_HOMO (alpha / beta): 0.411 / -2.788 eV
multiplicity: 2


3.
A molecular structure, C24H45N4O5PZr in a non-equilibrium geometry. Source: OMol25; level of theory: wB97M-V/def2-TZVPD.

Last column: Mulliken charge in e.
Positions of all 80 atoms, in Å:
Zr: -0.51 0.72 -0.01  -0.31
P: 1.64 -1.21 0.42  2.02
O: 0.60 4.84 2.75  -0.51
O: -0.46 0.74 5.05  -0.51
O: 0.16 2.48 0.77  -0.31
O: 0.27 3.63 5.48  -0.43
O: -0.46 0.37 1.98  1.31
N: -0.99 -0.26 -2.36  1.21
N: -2.53 1.74 0.55  -0.25
N: -2.10 -1.07 0.41  -0.18
N: 0.15 2.18 -1.77  -0.33
C: 3.35 0.64 -0.78  -1.61
C: -2.81 2.98 -0.24  -0.90
C: -3.13 -1.55 -1.84  -0.62
C: -2.35 2.88 -1.69  -0.36
C: -2.56 -2.11 -0.55  -0.92
C: -0.24 1.57 4.22  -0.41
C: 0.09 2.57 2.10  0.67
C: 0.33 3.71 3.02  -0.18
C: 0.14 3.08 4.44  0.33
C: -3.69 0.83 0.64  -0.73
C: -0.88 3.27 -1.94  -0.90
C: 0.53 1.53 -3.04  -0.73
C: 1.37 -2.64 -2.05  -1.20
C: 0.29 -2.87 2.28  -1.46
C: -0.23 1.43 2.75  0.25
C: -0.58 0.63 -3.48  -1.10
C: 2.06 -2.65 -0.69  0.66
C: 2.78 -2.72 2.50  -1.73
C: -3.24 -0.50 1.21  -0.85
C: -2.08 -1.16 -2.85  -1.09
C: 1.51 -1.96 2.10  0.67
C: 3.20 0.75 1.72  -1.87
C: 3.56 -2.90 -0.88  -1.76
C: 3.16 -0.17 0.50  0.10
H: -2.96 3.55 -2.30  0.40
H: 3.16 0.20 2.66  0.34
H: 1.67 -3.52 -2.62  0.66
H: 1.38 -1.11 2.77  0.01
H: -2.33 2.06 1.50  0.32
H: 3.23 0.05 -1.69  0.26
H: 4.34 1.09 -0.80  0.56
H: -3.78 -0.70 -1.63  0.09
H: 0.29 -2.70 -1.96  -0.02
H: -4.12 0.74 -0.35  0.48
H: 4.01 -2.12 -1.50  0.38
H: 3.99 -0.88 0.58  0.93
H: 4.13 1.31 1.72  0.56
H: 1.65 -3.51 -0.13  0.47
H: -1.46 1.21 -3.78  0.53
H: 0.97 2.66 -1.40  0.30
H: -0.28 0.04 -4.35  0.60
H: -1.71 -2.76 -0.76  0.33
H: 1.66 -1.77 -2.64  0.23
H: -0.60 4.06 -1.25  0.37
H: -4.46 1.27 1.28  0.46
H: -2.57 1.88 -2.08  0.08
H: -1.61 -2.06 -3.26  0.45
H: 3.69 -3.84 -1.40  0.50
H: 2.90 -3.64 1.94  0.36
H: -1.53 -1.57 1.09  -0.51
H: -2.89 -0.37 2.23  0.40
H: 4.12 -2.96 0.05  0.36
H: 2.70 -2.99 3.56  0.53
H: -3.77 -2.30 -2.30  0.50
H: -0.63 -2.31 2.39  0.39
H: -0.77 3.66 -2.95  0.60
H: 2.38 1.47 1.71  0.27
H: 2.64 1.47 -0.81  0.14
H: -0.18 -0.88 -2.21  -0.65
H: -2.56 -0.66 -3.70  0.60
H: 0.75 2.29 -3.80  0.45
H: -2.31 3.81 0.26  0.33
H: -3.31 -2.73 -0.04  0.62
H: -4.07 -1.20 1.24  0.58
H: 3.69 -2.13 2.40  0.38
H: 1.45 0.97 -2.86  0.05
H: 0.20 -3.61 1.48  0.28
H: -3.89 3.18 -0.20  0.54
H: 0.40 -3.44 3.20  0.52

Results
net charge: +2
molecular weight: 591.8 g mol⁻¹
E_HOMO: -13.958 eV


4.
3 unconnected molecules or ions with the total composition C3H12N2O3 in a non-equilibrium geometry. Source: OMol25; level of theory: wB97M-V/def2-TZVPD.

Last column: natural (NBO) charge in e.
Positions of all 20 atoms, in Å:
O: -2.40 1.33 -0.89  -1.23
O: -0.21 0.76 0.62  -0.77
O: -0.79 0.72 -2.70  -1.07
N: -1.39 -0.98 -0.04  -0.75
N: 2.11 0.47 2.01  -0.74
C: 1.24 -1.04 0.31  0.30
C: 0.05 -0.38 -0.19  0.04
C: 1.68 -0.91 1.71  -0.36
H: 2.97 0.73 1.55  0.36
H: -1.48 -1.88 0.39  0.37
H: 0.10 -0.23 -1.28  0.32
H: -2.12 -0.70 -0.71  0.46
H: -1.51 1.07 -2.01  0.50
H: -0.89 1.24 -3.50  0.46
H: -2.83 2.13 -1.22  0.45
H: 1.37 1.02 1.56  0.41
H: 0.86 -1.09 2.41  0.25
H: 1.90 -1.59 -0.37  0.21
H: -1.17 0.96 0.40  0.56
H: 2.49 -1.60 1.94  0.22

Results
molecular weight: 124.1 g mol⁻¹
E_HOMO: -8.244 eV


5.
8 unconnected molecules or ions with the total composition C12H40N6O8 in a non-equilibrium geometry. Source: OMol25; level of theory: wB97M-V/def2-TZVPD.

Last column: natural (NBO) charge in e.
Positions of all 66 atoms, in Å:
O: 3.38 3.77 -0.58  -0.73
O: -4.55 -0.45 -2.05  -0.71
O: -1.29 -1.56 0.74  -0.79
O: -4.95 -1.79 3.20  -0.70
O: -0.30 1.55 2.37  -0.73
O: 2.78 0.78 -0.36  -0.76
O: 1.10 -0.03 -3.54  -0.76
O: 2.01 -1.73 2.39  -0.74
N: 0.55 -0.16 0.56  -0.89
N: 1.57 2.77 -1.68  -0.85
N: -0.91 0.76 -2.62  -0.82
N: 0.19 2.03 -4.05  -0.83
N: 3.11 3.72 -2.92  -0.82
N: 0.08 -1.36 -1.15  -0.84
C: 3.87 0.13 -2.10  -0.63
C: -3.52 -3.32 2.58  -0.64
C: -2.75 -1.21 3.56  -0.63
C: 0.08 0.92 -3.45  0.75
C: 2.65 3.48 -1.72  0.74
C: 4.36 -0.84 0.17  -0.63
C: -0.24 -1.02 0.05  0.76
C: 3.93 0.45 -0.63  0.11
C: -3.81 -1.86 2.77  0.13
C: -3.81 -0.92 -0.97  -0.25
C: 0.83 -1.99 3.11  -0.25
C: -1.56 1.77 1.74  -0.27
H: 1.05 2.56 -2.55  0.41
H: -5.60 -2.05 2.53  0.47
H: -1.81 -1.15 3.08  0.24
H: 0.36 -1.02 3.24  0.16
H: 0.23 0.38 1.38  0.43
H: 1.10 2.71 -0.77  0.42
H: -2.98 -1.49 -1.35  0.16
H: 3.56 -1.65 0.01  0.21
H: 2.81 3.30 -3.77  0.39
H: -3.12 -0.20 3.64  0.20
H: 0.07 -2.68 2.71  0.17
H: -3.96 0.13 -2.48  0.45
H: -4.28 -1.59 -0.29  0.19
H: -1.65 1.42 -2.50  0.39
H: 1.69 -1.17 1.65  0.47
H: -4.24 -3.76 1.94  0.19
H: 1.04 2.01 -4.58  0.42
H: 0.84 -0.90 -1.61  0.43
H: -3.48 -0.12 -0.26  0.16
H: -2.13 0.85 1.70  0.22
H: -2.53 -1.68 4.53  0.20
H: 3.46 0.91 -2.76  0.19
H: -0.89 -0.08 -2.03  0.44
H: 5.35 -1.14 -0.17  0.21
H: -3.88 -1.36 1.78  0.11
H: -2.49 -3.33 2.12  0.22
H: -0.38 -2.11 -1.67  0.42
H: 0.29 2.29 2.35  0.49
H: 4.90 0.03 -2.48  0.20
H: 2.61 1.51 -0.99  0.52
H: 4.52 -0.68 1.19  0.22
H: 1.39 0.24 0.14  0.43
H: 4.50 1.36 -0.39  0.17
H: 1.10 -2.39 4.08  0.17
H: -1.54 2.18 0.75  0.15
H: -2.09 2.43 2.42  0.18
H: -3.36 -3.74 3.55  0.20
H: 3.33 -0.77 -2.34  0.22
H: -0.56 2.59 -4.34  0.41
H: 3.98 4.29 -2.88  0.43

Results
molecular weight: 396.5 g mol⁻¹
E_HOMO: -8.809 eV


6.
A molecular structure, C38H33GeN5Re. Source: OMol25; level of theory: wB97M-V/def2-TZVPD.

Last column: Mulliken charge in e.
Positions of all 78 atoms, in Å:
Re: 0.43 -1.14 0.73  0.12
Ge: -1.85 -0.98 -0.62  0.27
N: 0.28 -0.90 2.71  0.21
N: 0.59 0.23 3.40  0.22
N: 2.10 -1.80 -0.20  -0.26
N: 1.02 0.62 0.49  1.00
N: 2.86 -0.96 -0.95  0.31
C: 1.20 3.87 3.24  0.06
C: -2.03 -4.48 2.56  -0.78
C: 0.13 -1.88 3.63  -0.30
C: 0.63 -0.05 4.72  0.14
C: -2.60 0.76 -0.49  0.86
C: 2.26 0.18 -1.58  0.23
C: -1.69 -3.65 -3.83  -0.74
C: 0.82 1.51 2.80  0.25
C: 2.36 1.92 -4.94  -1.48
C: -3.59 3.35 -0.39  -0.63
C: -2.55 1.48 0.71  -0.23
C: 2.87 -2.88 0.08  -0.25
C: -3.04 2.78 0.75  -0.78
C: -1.47 -1.79 -2.32  0.34
C: -0.83 -1.05 -3.32  0.17
C: 4.06 -1.51 -1.16  0.07
C: -0.61 -1.62 -4.56  -0.76
C: 0.98 2.27 -2.85  -1.25
C: 4.11 -2.73 -0.50  -1.12
C: -1.21 -4.56 1.44  -1.25
C: 1.13 1.67 1.44  1.98
C: -1.90 -3.09 -2.58  -0.34
C: -1.91 -2.31 0.82  0.62
C: 2.58 0.49 -2.88  -0.16
C: -3.65 2.63 -1.58  -0.72
C: 1.64 4.01 1.92  -1.31
C: -2.78 -3.33 2.82  -0.72
C: 0.64 1.96 -1.55  -0.14
C: 1.21 5.03 4.19  -1.65
C: 1.31 0.94 -0.87  -0.57
C: 1.98 1.57 -3.53  0.07
C: -1.04 -2.91 -4.82  -0.68
C: 1.59 2.94 1.05  -0.66
C: -3.16 1.34 -1.64  -0.33
C: -2.70 -2.24 1.97  -0.31
C: 0.81 2.60 3.65  -0.81
C: -1.16 -3.48 0.55  -0.13
C: 0.35 -1.39 4.90  -1.37
H: 1.95 3.09 0.04  0.54
H: 0.41 4.94 4.93  0.41
H: -2.42 -3.67 -1.83  0.55
H: -2.05 -4.65 -4.05  0.46
H: -2.12 -5.33 3.22  0.46
H: -0.52 -0.03 -3.13  0.44
H: 4.80 -1.00 -1.76  0.54
H: 0.88 0.69 5.45  0.47
H: 0.47 3.08 -3.35  0.48
H: -3.43 -3.30 3.68  0.49
H: 3.45 1.91 -5.07  0.38
H: -3.01 3.34 1.68  0.49
H: 2.00 4.96 1.57  0.49
H: -4.10 3.08 -2.46  0.48
H: -3.99 4.35 -0.35  0.46
H: -0.13 -1.05 -5.34  0.52
H: -0.12 2.52 -1.03  0.69
H: -3.21 0.78 -2.56  0.48
H: -0.67 -5.47 1.23  0.51
H: 1.95 1.19 -5.64  0.28
H: 4.94 -3.41 -0.47  0.46
H: 0.32 -1.92 5.83  0.48
H: 2.16 5.06 4.72  0.33
H: 1.10 5.97 3.66  0.44
H: 2.00 2.90 -5.22  0.42
H: -0.67 -3.62 -0.41  0.73
H: -3.29 -1.36 2.17  0.52
H: -0.89 -3.35 -5.80  0.44
H: 3.31 -0.12 -3.41  0.61
H: 0.49 2.49 4.68  0.37
H: -2.12 1.04 1.60  0.26
H: -0.10 -2.88 3.31  0.64
H: 2.49 -3.68 0.69  0.51

Results
net charge: +3
molecular weight: 818.5 g mol⁻¹
E_HOMO (alpha / beta): -16.471 / -16.471 eV


7.
A gas-phase ion, C3H7N2O (charge +1) in a non-equilibrium geometry. Source: OMol25; level of theory: wB97M-V/def2-TZVPD.

Last column: natural (NBO) charge in e.
Positions of all 13 atoms, in Å:
O: -1.46 1.28 0.07  -0.45
N: 0.90 0.33 0.13  -0.37
N: -1.33 -0.01 0.01  0.03
C: 2.38 0.36 0.04  -0.44
C: -2.45 -0.74 0.07  0.04
C: 0.07 -0.56 -0.19  0.19
H: 2.66 1.33 -0.38  0.25
H: -2.46 -1.82 0.16  0.25
H: 0.28 -1.58 -0.72  0.25
H: -0.70 1.64 0.52  0.53
H: 2.79 -0.50 -0.48  0.21
H: -3.35 -0.14 -0.32  0.26
H: 2.66 0.42 1.10  0.25

Results
net charge: +1
molecular weight: 87.1 g mol⁻¹
E_HOMO: -15.391 eV